Record 1
Entry from the Open Molecules 2025 dataset: C32H24F3FeN5O2S3 as an isolated structure in a non-equilibrium geometry (the ωB97M-V functional and the def2-TZVPD basis).

Calculated values
Net charge: +1
<S²>: 8.792
2S+1: 6
DFT total energy (eV): -120156.2071
LUMO (alpha / beta) (eV): -4.430 / -5.251
HOMO (alpha / beta) (hartree): -0.3738 / -0.3542
HOMO-LUMO gap (alpha / beta) (eV): 5.7 / 4.4

Structure (XYZ):
```
70
Properties=species:S:1:pos:R:3:forces:R:3
Fe 12.2705 16.7767 6.1057 2.91 0.07 0.30
F 15.0337 19.6947 3.9755 0.68 -0.43 0.38
C 15.9413 19.1805 4.8509 -0.17 1.57 0.29
F 17.0184 20.0214 4.8335 -0.78 -0.74 -0.11
F 15.3674 19.3651 6.1000 0.43 -0.44 -0.96
C 16.3306 17.7562 4.6020 -0.68 -1.55 0.21
C 17.6928 17.4144 4.5464 -1.46 -0.35 -0.28
C 18.0776 16.0618 4.5853 -0.84 0.05 0.01
C 17.0484 15.1316 4.7376 0.00 -0.64 -0.49
N 15.7412 15.4585 4.6390 -0.04 -1.73 0.31
C 15.3062 16.6655 4.5672 3.72 2.92 0.62
S 13.6442 17.0633 4.3464 -1.44 0.08 0.06
H 18.4093 18.2025 4.3968 0.22 0.11 0.29
H 19.1251 15.7883 4.4737 -0.33 -0.08 0.23
H 17.1968 14.0216 4.8484 0.19 1.39 -0.09
S 10.7998 22.7106 5.1389 0.05 -1.49 0.08
C 9.8019 24.0578 5.1002 -0.77 1.35 -0.35
C 8.4744 23.7616 5.3348 1.09 -1.83 -0.33
C 8.3000 22.3375 5.4395 0.16 0.44 0.91
C 9.4652 21.5918 5.4331 -0.02 1.66 -0.16
C 9.5137 20.1507 5.6583 -0.22 -0.04 -0.62
C 10.7179 19.4612 5.9839 0.00 0.97 0.51
N 10.8118 18.1372 6.0701 -2.35 0.12 -0.39
C 9.6288 17.4078 5.8617 -0.58 2.01 -0.39
C 8.3703 18.0650 5.6372 0.26 -1.41 -0.81
C 7.2098 17.2717 5.2626 0.14 0.35 0.56
C 7.2652 15.9264 5.1390 0.66 0.43 0.35
C 8.5276 15.2288 5.3505 -0.71 0.68 0.02
C 8.5863 13.8199 5.2248 1.68 0.24 0.17
C 9.8859 13.2722 5.2679 -0.35 0.18 -0.19
C 11.0385 14.1293 5.2973 -0.17 0.80 0.88
N 10.9781 15.4610 5.5089 -3.20 -2.16 0.14
C 9.6936 16.0104 5.6550 0.54 -1.86 -1.23
C 10.1309 11.8318 5.2287 0.20 0.78 -0.12
C 9.4086 10.8946 4.5475 -1.13 -0.30 0.40
C 9.9544 9.6012 4.6699 0.54 -0.54 0.28
C 11.1624 9.6432 5.3315 0.84 -0.96 0.36
S 11.5494 11.1930 6.0045 -0.75 -0.82 -1.26
C 8.3232 19.4396 5.4514 1.36 0.44 0.96
H 10.2420 25.0313 4.7837 -0.44 -0.91 0.64
H 7.6517 24.4218 5.4580 -0.28 0.66 -0.23
H 7.3383 21.8855 5.6823 0.20 0.30 -0.14
H 11.5867 20.1190 6.2509 -0.56 -1.11 -0.46
H 6.2878 17.8444 5.1055 0.32 -0.44 -0.09
H 6.3809 15.3939 4.8177 0.09 -0.26 0.12
H 7.6744 13.1843 5.1314 0.92 0.70 0.05
H 12.0488 13.6865 5.2855 -0.56 0.33 -0.26
H 8.4282 11.0340 4.0595 0.78 0.31 0.20
H 9.4126 8.6885 4.3572 0.82 0.66 -0.07
H 11.9290 8.8389 5.4606 -1.16 0.69 0.08
H 7.4016 19.9715 5.1967 0.39 -0.48 -0.03
O 15.1786 14.5230 8.0257 1.19 0.11 -1.26
C 15.2768 13.2509 7.9386 -0.56 -1.17 1.08
O 14.4293 12.4148 8.2842 0.58 0.65 -0.74
H 16.3090 12.8676 7.6087 -0.92 0.55 0.10
C 11.3495 14.2409 10.7810 -0.73 0.85 -0.13
C 12.1787 14.8774 9.7330 3.32 0.65 0.59
C 13.5258 15.2446 9.7981 -1.30 0.35 0.96
C 13.8598 15.9291 8.5890 0.73 -0.01 0.86
N 12.7623 15.9212 7.7849 -1.49 -0.69 0.28
N 11.7736 15.2143 8.5039 -0.47 0.69 -1.15
C 14.8950 17.0776 8.3925 -1.62 -2.23 -1.44
H 12.0407 13.8262 11.4910 -0.01 -0.70 0.25
H 10.6435 13.5386 10.3353 0.21 -0.33 0.31
H 10.7467 14.9845 11.3531 0.39 -0.29 -0.57
H 14.2322 15.0418 10.6054 -0.46 0.19 -0.33
H 10.9052 14.8830 8.1160 0.22 0.27 -0.48
H 14.9594 17.5871 9.3176 0.33 0.70 0.73
H 14.4151 17.6798 7.6112 0.55 0.41 0.25
H 15.8330 16.6558 8.0157 -0.20 0.26 0.34
```
Positions in Å, forces in eV/Å.


Record 2
Entry from the Open Molecules 2025 dataset: C32H24GeN4STc as an isolated structure in a non-equilibrium geometry (the ωB97M-V functional and the def2-TZVPD basis).

Calculated values
Net charge: +3
DFT total energy (eV): -109052.1669
LUMO (eV): -11.031
HOMO (hartree): -0.5794
HOMO-LUMO gap (eV): 4.7

Structure (XYZ):
```
63
Properties=species:S:1:pos:R:3:forces:R:3
Tc 14.2754 11.6849 7.6732 -1.12 -1.37 0.72
N 10.2977 9.9754 7.4446 2.64 0.96 -0.34
C 10.3218 8.5591 7.5636 -0.08 -0.04 0.55
C 9.3216 7.7169 7.0299 1.06 0.17 0.26
C 9.4738 6.3598 7.3261 1.22 -0.28 1.64
C 10.5595 5.8981 8.1187 -0.79 1.18 -1.01
C 11.5723 6.7867 8.5176 -0.59 -3.54 0.15
C 11.4142 8.0891 8.3097 -0.48 1.51 -0.71
S 12.5507 9.1712 9.0999 -0.43 -0.14 0.22
N 12.6113 10.3312 7.8485 0.12 1.06 -0.57
C 11.4697 10.7159 7.3305 -2.03 -1.62 0.36
C 11.5130 11.9488 6.5370 -1.51 -0.69 -0.80
C 10.5114 12.3476 5.6668 0.27 0.55 -0.04
C 10.7450 13.5018 4.8909 -0.89 -0.62 0.46
C 11.9818 14.1234 4.8867 -0.59 -0.41 -0.32
C 12.9345 13.5771 5.6874 0.57 -0.46 0.77
N 12.6827 12.5496 6.5527 2.59 1.57 -0.42
H 9.4412 10.3531 7.1345 -0.83 0.73 -0.43
H 8.4835 8.0525 6.4009 0.51 0.08 0.48
H 8.7348 5.6210 7.1071 -0.49 -0.08 -0.55
H 10.5888 4.8698 8.4270 0.11 -0.27 -0.11
H 12.4158 6.3461 9.0216 0.24 0.25 0.31
H 9.5937 11.7592 5.5874 0.26 0.51 -0.05
H 9.9229 13.8857 4.3178 -0.13 0.11 -0.42
H 12.2372 14.9437 4.2315 -0.18 0.07 0.03
H 13.9406 13.9596 5.6091 0.15 -0.05 0.49
N 13.6383 12.1691 10.7046 -0.76 0.66 3.19
C 13.8420 11.8624 9.6387 1.21 -0.78 -3.45
C 15.1011 13.1975 8.1333 0.17 0.61 0.29
Ge 16.5846 11.2577 7.3352 -0.55 -0.18 0.40
C 16.0388 9.9059 8.5703 -1.25 -1.11 0.69
C 15.6254 8.6174 8.1159 1.01 1.30 2.12
C 15.7414 7.5611 8.9921 -0.38 -1.53 -2.63
C 16.1667 7.6493 10.2815 -0.89 -1.13 1.38
C 16.3020 8.9039 10.8150 0.12 0.92 -1.54
C 16.2809 9.9953 9.9626 0.84 0.17 -0.64
C 18.1741 11.5901 6.5068 -0.96 -0.96 0.83
C 18.4992 12.9023 6.5135 2.05 1.28 -1.61
C 19.7210 13.2942 5.9530 -0.41 1.15 -0.04
C 20.5361 12.3158 5.5081 0.40 -2.51 -0.23
C 20.1956 10.9311 5.6184 1.53 -0.54 -0.83
C 19.0045 10.5433 6.1199 -0.17 1.22 0.08
C 15.3110 14.3788 8.8699 1.05 -1.35 -0.66
C 16.5525 14.7611 9.4347 -0.09 -0.08 0.41
C 16.5695 15.8763 10.3056 1.33 -2.88 -1.58
C 15.3601 16.4791 10.5681 0.40 1.18 0.67
C 14.1444 16.0428 10.0769 -1.51 -0.67 -0.52
C 14.0956 14.9608 9.2078 -0.23 0.46 0.36
H 15.1736 8.5000 7.2000 -0.66 -0.52 -2.18
H 15.4928 6.5928 8.5440 0.05 0.18 0.46
H 16.1705 6.7305 10.9128 0.33 0.90 -0.54
H 16.4673 9.0642 11.8218 0.45 0.25 1.93
H 16.6397 10.9391 10.2825 -0.08 0.82 0.91
H 17.8389 13.6615 6.7524 -1.47 1.32 0.70
H 20.0173 14.3349 5.7225 -0.49 -0.59 0.66
H 21.4507 12.5392 5.0240 0.78 0.31 -0.35
H 20.8425 10.1018 5.2563 -0.11 1.11 0.19
H 18.6651 9.5527 6.1784 -0.08 -1.31 0.02
H 17.3811 14.0358 9.2691 -0.24 1.18 0.17
H 17.5495 16.0702 10.7622 -0.81 0.56 0.01
H 15.4372 17.3366 11.2209 -0.52 0.10 0.17
H 13.1838 16.4591 10.3910 0.56 0.22 0.03
H 13.2298 14.4118 8.8191 -0.15 1.02 0.45
```
Positions in Å, forces in eV/Å.


Record 3
Entry from the Open Molecules 2025 dataset: C32H24IrNO4P2Te as an isolated structure in a non-equilibrium geometry (the ωB97M-V functional and the def2-TZVPD basis).

Calculated values
Net charge: +1
<S²>: 0.754
Energy above the lowest of the compared OMol25 structures with the same formula, charge and spin (kJ/mol): 58.19
2S+1: 2
DFT total energy (eV): -71955.4149
LUMO (alpha / beta) (eV): -4.471 / -4.480
HOMO (alpha / beta) (hartree): -0.4118 / -0.4118
HOMO-LUMO gap (alpha / beta) (eV): 6.7 / 6.7

Structure (XYZ):
```
65
Properties=species:S:1:pos:R:3:forces:R:3
Ir 0.1071 -2.4197 -0.8660 0.55 -0.39 0.83
Te 0.0456 -1.1200 2.8416 -0.06 0.47 -0.23
C 0.1166 0.9596 3.1995 -0.03 0.01 0.11
C -1.0634 1.6859 3.2970 0.08 0.07 0.02
C -0.9745 3.0708 3.3781 0.02 0.06 -0.02
N 0.1782 3.7383 3.3636 -0.01 -0.13 0.00
C 1.3000 3.0248 3.2931 -0.01 0.07 0.00
C 1.3274 1.6372 3.2084 -0.02 0.02 0.04
C -0.1092 -0.6039 0.7727 0.11 -2.05 0.21
P -1.4750 -1.0558 -0.2415 -0.26 1.73 -0.64
C -2.9439 -1.4082 0.7154 0.08 -0.61 -0.11
C -4.0586 -0.5709 0.6673 0.01 0.01 0.04
C -5.1331 -0.8220 1.5063 0.00 0.02 0.00
C -5.1112 -1.9097 2.3692 -0.04 0.00 -0.03
C -4.0252 -2.7740 2.3814 0.00 -0.01 0.00
C -2.9469 -2.5290 1.5506 -0.02 -0.04 -0.08
C -1.9012 0.2530 -1.4124 -0.15 -0.10 0.02
C -2.0444 -0.0617 -2.7608 -0.07 -0.06 0.03
C -2.3725 0.9295 -3.6737 -0.01 -0.02 0.01
C -2.5418 2.2368 -3.2419 0.02 0.03 0.00
C -2.3965 2.5558 -1.8974 -0.03 0.01 0.00
C -2.0809 1.5662 -0.9816 0.00 -0.01 0.09
P 1.2606 -0.6809 -0.3532 -0.30 1.83 0.00
C 2.8323 -0.7545 0.4902 0.12 -0.58 -0.26
C 3.1422 -1.8883 1.2486 0.02 -0.01 -0.08
C 4.3323 -1.9466 1.9506 0.01 0.00 0.00
C 5.2254 -0.8851 1.8787 0.01 0.01 0.00
C 4.9434 0.2194 1.0859 0.02 0.03 0.00
C 3.7541 0.2866 0.3769 -0.01 0.02 0.07
C 1.2932 0.7395 -1.4527 0.18 -0.05 -0.03
C 1.4507 0.5489 -2.8224 0.06 0.04 0.00
C 1.5119 1.6516 -3.6639 -0.02 -0.04 0.01
C 1.4102 2.9314 -3.1388 0.01 0.01 0.00
C 1.2544 3.1211 -1.7705 0.00 0.04 -0.03
C 1.1960 2.0276 -0.9251 0.03 -0.04 0.10
H -2.0284 1.1951 3.3147 0.01 0.01 -0.02
H -1.8747 3.6722 3.4565 0.03 -0.02 0.00
H 2.2274 3.5889 3.3019 -0.03 -0.02 0.00
H 2.2716 1.1086 3.1562 -0.02 0.02 -0.03
H -4.0963 0.2657 -0.0154 0.03 0.02 0.00
H -5.9939 -0.1673 1.4782 0.00 -0.02 0.00
H -5.9575 -2.0998 3.0165 0.01 0.01 0.00
H -4.0204 -3.6373 3.0332 -0.01 0.00 -0.02
H -2.1184 -3.2264 1.5270 0.07 0.04 0.06
H -1.8998 -1.0814 -3.0996 0.04 0.01 -0.01
H -2.4960 0.6806 -4.7198 0.03 0.01 0.02
H -2.7785 3.0144 -3.9567 -0.03 -0.02 0.01
H -2.5321 3.5763 -1.5627 0.02 -0.01 -0.01
H -1.9616 1.8165 0.0686 0.01 0.00 -0.03
H 2.4666 -2.7344 1.2624 -0.06 0.02 0.08
H 4.5680 -2.8205 2.5436 0.00 0.02 -0.03
H 6.1584 -0.9295 2.4258 -0.01 0.00 -0.01
H 5.6573 1.0289 1.0061 -0.01 -0.02 0.01
H 3.5526 1.1413 -0.2535 -0.02 0.00 0.01
H 1.5264 -0.4515 -3.2313 -0.04 -0.02 0.00
H 1.6373 1.5077 -4.7294 -0.01 0.01 0.02
H 1.4534 3.7885 -3.7986 0.01 -0.01 0.01
H 1.1746 4.1218 -1.3649 0.00 -0.02 0.00
H 1.0750 2.1723 0.1450 -0.02 0.00 -0.03
O 2.3036 -4.3229 -3.7946 -0.11 0.04 0.08
C 1.5568 -3.9324 -2.9765 -0.02 0.05 -0.15
O 0.8471 -2.9150 -2.7440 -0.07 -0.40 -0.12
C 1.3035 -5.2372 -1.4852 -0.11 -0.27 0.33
O 1.7357 -6.2899 -1.7779 -0.08 0.37 -0.05
O 0.7391 -4.5874 -0.5990 0.11 -0.09 -0.21
```
Positions in Å, forces in eV/Å.


Record 4
Entry from the Open Molecules 2025 dataset: C32H24N5O2Pt as an isolated structure (the ωB97M-V functional and the def2-TZVPD basis).

Calculated values
Net charge: +3
<S²>: 6.078
2S+1: 5
DFT total energy (eV): -48336.3365
LUMO (alpha / beta) (eV): -10.081 / -11.464
HOMO (alpha / beta) (hartree): -0.6099 / -0.6328
HOMO-LUMO gap (alpha / beta) (eV): 6.5 / 5.8

Structure (XYZ):
```
64
Properties=species:S:1:pos:R:3:forces:R:3
Pt -0.3837 -0.3572 -0.2014 -0.85 -0.43 -0.20
C 2.6623 -0.3933 0.3716 0.09 0.24 -0.03
O 1.7315 0.7098 0.1397 0.34 -0.69 0.22
C 2.2088 1.7787 -0.5239 -0.09 0.37 0.00
C 3.4619 1.8567 -1.0858 0.37 0.09 -0.21
C 3.8617 3.0228 -1.7367 -0.05 0.07 -0.01
C 3.0152 4.1390 -1.8524 0.40 -0.18 -0.11
C 1.7663 4.0749 -1.3150 -0.47 -0.16 0.28
C 1.3439 2.8992 -0.6400 0.07 0.34 -0.28
N 0.1080 2.9075 -0.0877 0.35 0.42 -0.11
N -0.5035 2.0367 0.4975 -0.60 0.17 0.35
C -1.6127 2.1566 1.2746 -0.11 -0.26 0.32
C -1.7972 0.9474 2.1338 0.20 0.11 -0.07
O -1.0275 -0.0245 2.0155 -0.05 0.18 -0.26
C -2.8563 0.9565 3.0999 0.10 -0.09 0.12
C -3.7101 1.9885 3.1258 -0.22 0.34 -0.11
C -3.5854 3.1500 2.2440 -0.03 -0.35 0.27
C -4.5083 4.1685 2.3215 -0.24 0.16 0.11
C -4.3708 5.3201 1.5430 -0.08 0.02 0.05
C -3.2959 5.4540 0.6668 0.08 0.02 -0.03
C -2.3757 4.4351 0.5481 0.02 -0.02 0.02
C -2.4951 3.2637 1.3330 0.19 -0.15 -0.09
H 2.9516 -0.8482 -0.5710 0.00 -0.01 -0.12
H 2.1249 -1.1012 0.9813 -0.02 0.17 0.13
H 3.5290 -0.0340 0.9131 0.12 0.11 0.07
H 4.1502 1.0269 -1.0188 0.02 0.04 -0.03
H 4.8595 3.0634 -2.1600 -0.07 0.00 0.04
H 3.3541 5.0379 -2.3505 0.02 -0.07 0.02
H 1.0856 4.9177 -1.3589 0.03 -0.08 -0.01
H -2.9338 0.1117 3.7736 -0.01 0.04 -0.08
H -4.5375 1.9827 3.8319 0.10 0.07 -0.11
H -5.3452 4.0744 3.0068 0.10 0.06 -0.05
H -5.1012 6.1165 1.6277 0.04 -0.05 0.00
H -3.1813 6.3612 0.0858 -0.03 -0.09 0.01
H -1.5562 4.5448 -0.1466 0.02 -0.02 -0.03
C 0.1035 -4.0096 2.2290 0.03 -0.05 0.03
C -1.2129 -4.3625 2.4588 -0.15 -0.06 0.05
C -2.2226 -3.7030 1.7655 -0.10 -0.29 0.22
C -1.8922 -2.7051 0.8803 0.14 0.22 -0.21
N -0.6069 -2.3315 0.6957 0.49 -0.09 0.19
C 0.3665 -2.9746 1.3524 -0.32 0.02 -0.13
C -2.8807 -2.0113 0.0202 0.25 0.04 0.03
C -4.1835 -2.4133 -0.2023 -0.23 -0.15 0.04
C -4.9300 -1.7317 -1.1515 -0.07 0.00 -0.08
C -4.3591 -0.6983 -1.8868 -0.19 -0.02 -0.11
C -3.0523 -0.3444 -1.6149 0.22 0.09 -0.06
N -2.3796 -0.9786 -0.6551 0.04 0.07 0.05
C -2.2338 0.6197 -2.4045 0.09 -0.24 0.21
C -2.7703 1.5018 -3.3157 -0.15 0.17 -0.20
C -1.9180 2.2718 -4.0995 -0.09 0.05 -0.05
C -0.5480 2.1180 -3.9665 0.03 0.05 -0.09
C -0.0753 1.2374 -3.0120 -0.11 -0.21 0.16
N -0.8969 0.5188 -2.2276 0.45 0.18 -0.14
H 0.9209 -4.5166 2.7214 0.00 0.01 0.03
H -1.4596 -5.1457 3.1665 0.02 0.04 -0.08
H -3.2597 -3.9734 1.9221 0.09 -0.01 -0.01
H 1.3815 -2.6558 1.1703 -0.12 -0.18 -0.03
H -4.6034 -3.2651 0.3189 0.02 0.09 -0.06
H -5.9463 -2.0426 -1.3593 0.03 0.03 0.01
H -4.9120 -0.2222 -2.6871 0.01 -0.04 0.09
H -3.8439 1.5880 -3.4297 0.08 0.00 -0.01
H -2.3262 2.9709 -4.8207 0.03 -0.07 0.03
H 0.1468 2.6608 -4.5964 -0.06 -0.04 0.06
H 0.9902 1.0792 -2.8762 -0.13 -0.01 0.00
```
Positions in Å, forces in eV/Å.